The following is a quantum chemistry calculation of C31H31Cl3N7O4V as an isolated structure at a distorted geometry, from OMol25.

Properties
Charge: +1
Spin multiplicity: 2
Kohn-Sham gap (alpha / beta) (eV): 6.1 / 6.4
<S²>: 0.7872
ΔE to the lowest compared entry with this formula, charge and spin (eV): 3.475

Structure (XYZ):
```
77
Properties=species:S:1:pos:R:3:mulliken_charge:R:1
O -0.71686 -0.40660 -3.25396 -0.48
V -0.86200 0.95128 -2.46120 0.95
N 0.21508 -0.41137 0.55340 0.24
O 1.12308 0.28414 1.03835 -0.44
O -0.14440 -1.49062 1.00617 -0.46
O -0.40436 0.06348 -0.48156 0.20
N 4.63824 -0.23245 -0.90730 -0.31
C 4.17384 -0.09166 0.33720 0.02
C 4.98176 0.43214 1.36359 -0.64
C 6.26107 0.87275 1.09641 -0.34
C 6.73161 0.74413 -0.19946 -0.63
C 5.89023 0.20478 -1.13571 -0.45
H 3.14452 -0.26198 0.62717 0.49
H 4.49465 0.54718 2.32349 0.42
H 6.87696 1.24066 1.90675 0.41
H 7.78326 0.91198 -0.39112 0.40
H 6.20381 -0.02304 -2.14954 0.52
N 1.30157 1.47523 -2.58662 0.20
C 2.26098 0.69868 -2.08098 -0.53
C 3.60181 0.81153 -2.38066 -0.62
C 3.99156 1.84788 -3.20778 -0.19
C 3.00649 2.72357 -3.71210 -0.99
C 1.70744 2.50762 -3.37300 -0.13
H 1.96865 -0.08518 -1.39266 0.79
H 4.33298 0.09012 -2.04762 0.54
H 5.02249 2.01232 -3.48894 0.45
H 3.31644 3.51933 -4.37280 0.44
H 0.92178 3.14667 -3.76053 0.39
N 0.48179 -5.74059 3.26388 -0.56
C 0.44946 -4.47327 2.80442 -0.41
C 0.46576 -3.36090 3.62155 0.04
C 0.35067 -3.55301 4.99651 -0.37
C 0.35465 -4.83755 5.50101 -0.30
C 0.48681 -5.89258 4.58312 -0.35
H 0.57359 -4.37925 1.73302 0.51
H 0.58465 -2.37076 3.20710 0.34
H 0.39879 -2.72116 5.68907 0.34
H 0.22782 -5.03944 6.55450 0.39
H 0.56231 -6.90857 4.94961 0.35
N -2.99611 -2.59808 -1.81116 -0.30
C -4.33622 -2.67416 -1.80137 -0.35
C -5.02161 -3.38382 -0.84266 -0.56
C -4.30786 -4.06416 0.14367 -0.27
C -2.92813 -3.98010 0.15027 -0.46
C -2.32383 -3.24230 -0.87118 -0.20
H -4.85750 -1.97522 -2.44723 0.47
H -6.10249 -3.40355 -0.77212 0.39
H -4.88858 -4.68661 0.81242 0.41
H -2.42094 -4.61851 0.86192 0.45
H -1.24599 -3.14842 -0.81491 0.41
N -1.00329 2.96061 -1.40990 0.40
C -0.07072 3.27032 -0.50007 -0.12
C 0.01881 4.49994 0.13043 -1.06
C -1.05257 5.38985 0.00323 -0.25
C -2.08395 5.04453 -0.85078 -0.80
C -2.01121 3.84395 -1.54567 -0.28
H 0.73277 2.57331 -0.29439 0.47
H 0.84226 4.75487 0.77984 0.50
H -0.95637 6.37317 0.44355 0.45
H -2.96095 5.65241 -1.02071 0.44
H -2.74557 3.61834 -2.30882 0.44
N -2.95353 0.73078 -2.01496 1.22
C -3.83479 0.82655 -3.03433 -0.46
C -5.18087 1.00358 -2.83148 -0.83
C -5.72229 0.94529 -1.56150 -0.34
C -4.84204 0.78064 -0.50041 -0.78
C -3.48578 0.66348 -0.78164 -0.39
H -3.50069 0.86322 -4.06474 0.41
H -5.77715 1.16463 -3.72034 0.48
H -6.77680 1.06595 -1.35317 0.47
H -5.13328 0.75224 0.53849 0.50
H -2.83055 0.32604 0.01269 0.30
C 1.20851 1.49788 3.80761 0.90
Cl 0.86772 0.86818 5.44012 -0.14
Cl 2.81896 2.21642 3.75514 -0.15
Cl -0.08333 2.65127 3.34125 -0.15
H 1.18697 0.63203 3.16011 -0.49
```